The following is a DFT calculation (wB97M-V/def2-TZVPD) of the molecule C2H3N3O2 at a distorted geometry.

Computed properties:
ΔE to the lowest compared entry with this formula, charge and spin   115.7 kcal per mole
HOMO level (spin up / spin down)   -8.29 / -8.29 eV
LUMO level (spin up / spin down)   0.37 / 0.37 eV

Geometry as ORCA input:
```
! RIJCOSX wB97M-V def2-TZVPD def2/J DEFGRID3
* xyz 0 1
C 0.09 0.57 -0.69
C 0.70 -1.14 1.14
N 1.15 -0.10 -0.93
N 1.45 -1.06 0.07
N -0.71 0.14 0.28
O 0.37 -1.85 1.97
O -1.66 0.98 0.87
H -0.04 1.33 -1.49
H 2.28 -1.67 -0.10
H -2.47 0.49 1.27
*
```

---

The following is a DFT calculation (wB97M-V/def2-TZVPD) of a cluster of 3 separate species, C4H13NO2 in total at a distorted geometry.

Computed properties:
ΔE to the lowest compared entry with this formula, charge and spin   55.4 kcal per mole
HOMO level (spin up / spin down)   -13.82 / -13.82 eV
LUMO level (spin up / spin down)   -5.40 / -8.01 eV
Expectation value of S²   0.75

Geometry as ORCA input:
```
! RIJCOSX wB97M-V def2-TZVPD def2/J DEFGRID3
* xyz 1 2
N -1.27 0.52 0.80
C -0.45 1.05 -0.27
C 2.55 1.64 1.82
C 1.55 0.72 1.26
C 1.01 1.01 0.01
H -2.23 0.54 0.45
H -1.08 -0.46 0.99
H -0.72 2.10 -0.44
H -0.59 0.48 -1.21
H 2.84 2.39 1.09
H 2.08 2.16 2.67
H 3.37 1.09 2.29
H 1.25 -0.20 1.75
H 1.56 1.63 -0.70
H 1.15 -2.59 -1.34
H 1.39 -1.03 -0.88
O 1.76 -1.88 -1.13
H -5.14 -2.90 -1.77
H -4.67 -3.42 -3.05
O -4.36 -2.85 -2.33
*
```

---

The following is a DFT calculation (wB97M-V/def2-TZVPD) of a structure of composition C41H47As2FeS4 at a distorted geometry.

Computed properties:
ΔE to the lowest compared entry with this formula, charge and spin   60.4 kcal per mole
HOMO level (spin up / spin down)   -11.80 / -13.56 eV
LUMO level (spin up / spin down)   -5.83 / -5.82 eV
Expectation value of S²   0.79

Geometry as ORCA input:
```
! RIJCOSX wB97M-V def2-TZVPD def2/J DEFGRID3
* xyz 2 2
Fe 0.36 -0.42 0.58
C 2.59 -3.28 0.17
C 3.26 -2.01 -0.33
S 3.02 -0.72 0.95
C 4.21 0.61 0.54
C 4.37 1.45 1.79
S 2.75 1.83 2.57
C 2.76 0.93 4.17
C 2.33 -0.52 4.08
S 0.63 -0.68 3.39
C 0.39 -2.48 3.60
C 1.24 -3.34 2.69
S 0.92 -3.04 0.90
H 3.19 -3.76 0.94
H 2.46 -3.98 -0.66
H 2.83 -1.66 -1.27
H 4.33 -2.18 -0.46
H 3.80 1.20 -0.29
H 5.16 0.16 0.25
H 4.83 2.41 1.53
H 4.99 0.95 2.53
H 2.05 1.50 4.78
H 3.75 1.00 4.63
H 2.30 -0.95 5.09
H 3.02 -1.08 3.46
H -0.67 -2.65 3.44
H 0.63 -2.72 4.64
H 1.00 -4.39 2.86
H 2.30 -3.18 2.86
C -1.70 -0.59 -2.48
C -2.77 -0.71 -1.40
As -2.21 -0.26 0.46
C -2.64 1.65 0.50
C -2.27 2.48 -0.55
C -2.56 3.83 -0.52
C -3.20 4.37 0.58
C -3.57 3.55 1.64
C -3.27 2.20 1.61
C -3.84 -0.96 1.31
C -3.76 -1.99 2.24
C -4.91 -2.51 2.81
C -6.15 -2.00 2.45
C -6.23 -1.00 1.50
C -5.09 -0.47 0.93
As 0.17 -0.95 -1.90
C 0.24 -2.86 -2.26
C 1.20 -3.44 -3.08
C 1.19 -4.80 -3.31
C 0.22 -5.60 -2.72
C -0.73 -5.03 -1.89
C -0.72 -3.67 -1.67
C 1.02 -0.25 -3.53
C 0.58 -0.68 -4.78
C 1.12 -0.12 -5.93
C 2.09 0.86 -5.84
C 2.54 1.28 -4.60
C 2.00 0.73 -3.45
H -1.70 0.42 -2.92
H -1.92 -1.29 -3.30
H -3.14 -1.74 -1.34
H -3.63 -0.08 -1.65
H -1.77 2.06 -1.42
H -2.27 4.46 -1.34
H -3.41 5.43 0.62
H -4.09 3.96 2.49
H -3.54 1.55 2.44
H -2.78 -2.38 2.51
H -4.84 -3.30 3.54
H -7.04 -2.39 2.90
H -7.20 -0.61 1.20
H -5.16 0.33 0.20
H 1.97 -2.81 -3.54
H 1.92 -5.24 -3.97
H 0.22 -6.66 -2.89
H -1.48 -5.65 -1.43
H -1.46 -3.23 -1.00
H -0.17 -1.45 -4.86
H 0.77 -0.45 -6.90
H 2.50 1.29 -6.74
H 3.29 2.05 -4.53
H 2.34 1.06 -2.47
C 0.59 2.20 0.34
C 0.71 3.57 0.50
C 1.38 4.38 -0.45
C 1.52 5.73 -0.25
C 0.97 6.33 0.89
C 0.29 5.56 1.82
C 0.17 4.21 1.65
H 0.96 1.71 -0.56
H 0.09 1.64 1.13
H 1.77 3.93 -1.35
H 2.05 6.33 -0.97
H 1.06 7.40 1.03
H -0.14 6.03 2.69
H -0.37 3.61 2.37
*
```

---

The following is a DFT calculation (wB97M-V/def2-TZVPD) of a cluster of 2 separate species, C5H8N2 in total at a distorted geometry.

Computed properties:
ΔE to the lowest compared entry with this formula, charge and spin   62.8 kcal per mole
HOMO level   -9.55 eV
SMILES   [H]/N=C/C.C=CC#N
LUMO level   0.76 eV

Geometry as ORCA input:
```
! RIJCOSX wB97M-V def2-TZVPD def2/J DEFGRID3
* xyz 0 1
H 0.16 -1.97 -0.22
N -0.26 -1.04 -0.31
C -1.26 -0.79 0.45
C -2.46 -0.06 -0.03
H -1.41 -1.34 1.38
H -3.14 -0.70 -0.59
H -2.19 0.81 -0.63
H -3.03 0.29 0.83
C 1.48 1.41 -0.81
C 2.17 0.87 0.19
C 2.06 -0.55 0.55
N 2.42 -1.52 1.07
H 1.75 2.36 -1.24
H 0.62 0.89 -1.20
H 3.08 1.34 0.55
*
```